{"formula": "C14H18N4O3S2", "method": "wB97M-V/def2-TZVPD", "elements": ["S", "S", "O", "O", "O", "N", "N", "N", "N", "C", "C", "C", "C", "C", "C", "C", "C", "C", "C", "C", "C", "C", "C", "H", "H", "H", "H", "H", "H", "H", "H", "H", "H", "H", "H", "H", "H", "H", "H", "H", "H"], "positions_angstrom": [[0.307577, 1.985596, 1.061232], [-2.265224, 1.892324, -0.625497], [-2.772578, 2.493712, 0.563949], [4.663549, -0.086376, 1.983798], [-2.201000, 2.667356, -1.821169], [-3.074978, 0.496019, -0.993408], [-0.057641, 0.308593, -0.822813], [2.687644, 0.684988, 1.306614], [1.140187, 0.006121, -0.355577], [-2.520617, -4.376748, -0.621214], [-2.893468, -0.638063, -0.188412], [-2.793631, -1.896852, -0.764218], [3.740654, -1.463381, -2.412565], [3.704289, -1.196480, 0.077251], [-2.610476, -3.026821, 0.022232], [-2.614883, -1.621747, 1.975583], [-0.624965, 1.292436, -0.226837], [4.109063, -0.537384, -1.258302], [-2.806711, -0.498570, 1.192407], [3.763116, -0.205639, 1.193051], [1.520163, 0.758234, 0.628654], [-2.515571, -2.876531, 1.399145], [5.601273, -0.220914, -1.264751], [-2.188509, -5.126395, 0.091877], [-3.496855, -4.674347, -1.003130], [2.692098, -1.586997, -0.013141], [6.182378, -1.139733, -1.227179], [4.045439, -1.023332, -3.358787], [2.666292, -1.624363, -2.436597], [5.870736, 0.317773, -2.170074], [-3.056864, 0.318074, -1.986172], [-2.543773, -1.515474, 3.047744], [3.544336, 0.392907, -1.371805], [4.401306, -2.004443, 0.303012], [-2.897859, 0.480130, 1.634199], [-2.858369, -1.995765, -1.838366], [2.805495, 1.353945, 2.060099], [-2.364775, -3.744543, 2.023543], [5.873547, 0.388599, -0.406643], [4.238261, -2.424441, -2.304535], [-1.827127, -4.355801, -1.459463]], "forces_ev_per_angstrom": [[0.439, -0.664, -0.298], [0.152, -0.097, -0.562], [0.074, -0.228, 0.205], [0.206, 0.001, 0.118], [-0.031, -0.207, -0.167], [0.258, 0.852, -0.126], [-1.462, 0.299, -0.720], [0.275, 0.526, 0.611], [1.260, -0.531, 0.208], [-0.048, 0.018, -0.023], [-0.068, -0.625, 0.674], [-0.073, 0.196, 0.065], [-0.060, 0.267, 0.170], [0.085, -0.086, -0.191], [-0.004, 0.104, 0.034], [0.047, 0.009, -0.043], [-0.074, 0.407, 0.434], [0.091, -0.178, -0.017], [-0.078, -0.048, 0.035], [-0.035, -0.255, -0.072], [-1.279, 0.849, 0.005], [0.004, -0.014, 0.002], [-0.248, 0.120, 0.024], [0.026, -0.079, 0.006], [-0.033, -0.089, -0.040], [0.095, -0.076, 0.027], [0.098, -0.113, 0.018], [0.033, -0.001, -0.139], [-0.136, -0.069, -0.038], [0.064, 0.050, -0.092], [0.061, 0.107, -0.172], [-0.003, 0.020, 0.093], [0.007, -0.024, -0.010], [-0.008, 0.041, 0.081], [-0.052, 0.006, 0.136], [0.035, -0.023, -0.172], [0.112, -0.210, -0.124], [0.016, -0.105, 0.046], [0.128, 0.068, 0.071], [0.077, -0.150, 0.000], [0.050, -0.067, -0.059]], "e_tot_ev": -48583.01251, "de_lowest_kj_mol": 75.14, "smiles": "Cc1cccc(NS(=O)(=O)c2nnc(NC(=O)CC(C)C)s2)c1"}